[1]
Formula: C23H26AgBrN4O2Si2
Source: OMol25
Level of theory: ωB97M-V with the def2-TZVPD basis set

```
59
Properties=species:S:1:pos:R:3:forces:R:3
Ag 0.10404 0.83990 0.97587 0.0 -0.3 -0.1
C -1.06630 -2.48468 2.30179 0.1 0.1 -0.3
Si -2.18657 -1.36034 1.26074 -0.4 -0.2 -0.1
C -3.65610 -2.47904 0.71824 0.2 0.0 0.1
C -2.98352 -0.16043 2.49383 0.2 0.1 -0.2
C -1.47631 -0.62544 -0.28584 0.2 -0.1 0.4
C -2.12946 0.59053 -0.71866 -0.2 0.1 -0.1
C -2.75082 0.75207 -1.98593 0.0 0.0 0.1
C -3.33164 1.94903 -2.33464 0.0 0.1 0.1
C -3.32920 3.00913 -1.42803 0.0 0.0 -0.1
C -2.71952 2.78358 -0.20379 -0.1 0.0 -0.1
N -2.14149 1.64363 0.14357 -0.2 0.2 -0.2
Si -0.59972 -1.62783 -1.55460 0.3 -0.1 -0.1
C -1.62718 -2.85834 -2.61487 0.0 0.1 0.2
C 0.74254 -2.71470 -0.77730 -0.2 0.1 0.1
C 0.27251 -0.49566 -2.80714 -0.1 0.0 0.2
H -1.60856 -2.83713 3.18316 -0.1 0.0 0.0
H -0.18336 -1.93790 2.64225 0.0 0.0 0.0
H -0.72313 -3.35897 1.74243 0.0 0.0 0.0
H -4.24611 -2.85527 1.56108 0.0 0.0 0.0
H -3.29891 -3.34079 0.14515 0.0 0.0 0.0
H -4.32326 -1.90779 0.06531 0.0 0.0 0.0
H -3.49011 -0.70749 3.29441 0.0 -0.1 0.0
H -3.71240 0.48345 1.99746 0.0 0.0 0.0
H -2.22819 0.48779 2.94190 0.0 0.0 0.0
H -2.77565 -0.09010 -2.66610 0.0 0.0 0.0
H -3.80670 2.06140 -3.30417 0.0 0.0 0.0
H -3.76647 3.96932 -1.66828 0.0 0.0 0.0
H -2.67787 3.57567 0.54073 0.0 0.0 0.0
H -2.25154 -3.49352 -1.97960 0.0 0.0 0.0
H -0.96763 -3.51185 -3.19435 0.0 0.0 0.0
H -2.28953 -2.34574 -3.31923 0.0 0.0 0.0
H 0.31531 -3.54074 -0.20099 0.0 0.0 0.0
H 1.36640 -2.11590 -0.10876 0.0 0.0 0.0
H 1.38603 -3.14120 -1.55230 0.0 0.0 0.0
H -0.42855 0.01077 -3.47467 0.0 0.0 0.0
H 0.99346 -1.04285 -3.42141 0.0 -0.1 0.0
H 0.81363 0.27949 -2.25715 0.0 0.0 0.0
Br 7.73985 -0.15560 -1.23100 -0.1 0.0 0.0
C 6.10901 0.74089 -1.69379 0.2 -0.1 0.0
C 6.10728 1.52633 -2.83329 -0.1 0.0 0.0
C 4.93106 2.18068 -3.17702 0.1 0.0 0.0
C 3.80287 2.04914 -2.38228 0.0 0.0 0.0
C 3.82557 1.25390 -1.24240 -0.1 0.0 0.0
C 4.99315 0.58173 -0.89627 0.0 0.0 0.0
C 2.56657 1.11258 -0.38476 0.0 0.0 0.0
O 1.67089 1.96706 -0.58533 0.0 -0.1 0.0
O 2.53253 0.15951 0.41797 0.1 0.0 -0.1
H 6.99863 1.61845 -3.43882 0.0 0.0 0.0
H 4.90624 2.79574 -4.06891 0.0 0.0 0.0
H 2.87839 2.55674 -2.62388 0.0 0.0 0.0
H 5.00059 -0.05038 -0.01916 -0.1 0.0 0.0
N 0.27323 1.49351 3.13902 0.1 -0.1 0.2
C 0.32939 1.45189 4.29351 0.0 0.1 -0.3
C 0.38434 1.44769 5.68977 0.0 0.0 0.2
C -0.43141 2.31767 6.43783 -0.1 0.1 0.1
N -1.08831 3.02886 7.07303 0.0 0.0 0.0
C 1.26738 0.59987 6.38558 0.2 -0.1 0.1
N 1.98463 -0.07829 6.99007 0.0 0.0 0.0
```
Positions in Å, forces in eV/Å.

Summary:
- Multiplicity: 1
- Total charge: -2
- Orbital gap: 0.2008 Ha
- Molar mass: 634.431 g mol⁻¹
- LUMO level: 3.8 eV
- HOMO: -1.64 eV

Here are the Mulliken charges for atoms 1 to 5, given in e:
1. Ag 0.395
2. C -1.166
3. Si 0.426
4. C -1.310
5. C -0.947



[2]
Formula: C6H12O
Source: OMol25
Level of theory: ωB97M-V with the def2-TZVPD basis set

```
19
Properties=species:S:1:pos:R:3:forces:R:3
C 1.84005 -0.68564 1.54120 0.4 -1.0 0.5
C 1.02269 -0.45291 0.31680 0.0 1.4 -0.4
C 0.96020 -1.22364 -0.81507 1.2 0.0 0.7
C 0.71727 1.04806 0.12408 0.5 -0.9 -1.0
C -0.74504 1.30511 -0.14857 -0.9 2.0 2.3
C -1.69811 0.78189 0.64725 1.7 -0.4 -0.8
H 2.12355 -1.72327 1.77000 -0.3 0.0 -0.5
H 1.35334 -0.34764 2.45551 0.0 0.3 0.0
H 2.83908 -0.18497 1.48520 -0.2 0.3 -0.1
H 1.46423 -2.19314 -0.78451 -0.4 0.0 -0.2
H 0.81007 -0.74317 -1.78337 -0.3 -0.2 0.1
H 1.13832 1.65040 0.93515 -0.5 -0.1 0.3
H 1.35122 1.39588 -0.72875 -0.4 -0.2 -0.1
H -1.06820 2.28847 -0.52492 0.4 -0.6 -1.2
H -1.24009 0.11539 1.37829 -1.1 -0.6 0.0
H -2.74889 0.99629 0.50044 0.0 0.1 0.5
H -3.04696 -0.34925 -1.51083 -0.3 0.1 1.2
H -2.45360 -1.30208 -2.51001 0.2 -0.3 0.0
O -2.61912 -0.37580 -2.34788 0.1 0.2 -1.3
```
Positions in Å, forces in eV/Å.

Summary:
- Multiplicity: 2
- Total charge: -1
- Orbital gap (spin up / spin down): 0.0961 / 0.2828 Ha
- Molar mass: 100.161 g mol⁻¹
- LUMO level (spin up / spin down): 3.7 / 3.6 eV
- HOMO (spin up / spin down): 1.06 / -4.10 eV

Here are the Mulliken charges for atoms 1 to 5, given in e:
1. C -2.332
2. C 1.357
3. C -1.214
4. C -2.645
5. C 0.072



[3]
Formula: C17H39N5O8
Source: OMol25
Level of theory: ωB97M-V with the def2-TZVPD basis set

```
69
Properties=species:S:1:pos:R:3:forces:R:3
C 1.05366 -5.14738 -3.79422 -0.4 -0.1 -0.9
O 0.11257 -5.03377 -2.70091 0.7 -0.4 0.1
C -0.90521 -4.16787 -2.84642 0.4 0.4 0.6
O -1.08218 -3.44423 -3.78008 -0.1 0.2 -0.5
O -1.63555 -4.16897 -1.72317 0.9 -1.0 0.5
C -2.37151 -2.99004 -1.45825 -0.8 0.7 -0.4
H 0.81596 -6.02248 -4.39904 -0.6 0.2 -0.2
H 2.09242 -5.37503 -3.55498 -0.2 0.4 1.3
H 1.04534 -4.24207 -4.40122 -0.2 -0.1 0.0
H -3.12371 -2.89811 -2.24173 0.1 0.5 0.0
H -1.71639 -2.12402 -1.36368 0.0 0.0 -0.4
H -2.90394 -3.02582 -0.50780 0.3 -0.8 0.0
C 1.57139 -1.80557 -1.47060 0.4 0.8 0.9
N 2.98859 -1.31564 -1.59237 -1.9 -1.3 -0.2
C 3.44177 -0.05902 -1.41247 -0.6 0.1 -0.3
C 4.92812 0.17167 -1.67629 -0.6 -0.2 -0.2
O 2.67106 0.84396 -1.06522 0.8 -0.5 0.0
H 1.06722 -1.92464 -2.42962 0.4 -0.3 -0.1
H 0.89517 -1.18390 -0.88377 0.5 0.6 -0.2
H 1.63168 -2.69992 -0.85045 -0.1 -0.4 -0.6
H 3.49652 -2.09022 -1.99501 0.9 0.8 0.1
H 5.53116 -0.28681 -0.89255 -0.1 0.7 0.4
H 4.99241 1.25094 -1.81459 0.6 -0.2 0.4
H 5.31397 -0.34031 -2.55781 -0.5 0.1 -0.3
C -0.28159 2.93319 0.74746 -1.8 0.3 0.7
N 0.79002 3.26305 -0.12863 -0.6 -1.4 0.8
C 0.92565 4.50260 -0.60880 1.4 0.5 0.4
C 1.91668 4.60876 -1.71113 0.3 0.2 -0.5
O 0.40653 5.50031 -0.13333 -0.7 -0.2 -0.1
H -0.16546 1.99803 1.29528 0.5 0.2 0.0
H -1.22329 2.79819 0.21541 -0.1 -0.2 -0.5
H -0.54217 3.76189 1.40582 0.5 0.0 0.3
H 1.30372 2.44220 -0.41574 0.4 0.5 -0.7
H 2.53931 3.71880 -1.80276 -0.1 0.0 -0.1
H 2.53960 5.48732 -1.54321 -0.1 0.0 -0.1
H 1.32817 4.75635 -2.61667 0.2 0.0 -0.2
C -3.48239 0.90621 -1.57406 -1.0 0.8 -0.4
N -4.44494 2.04431 -1.89881 1.2 -0.9 0.9
C -4.90031 2.38912 -3.12009 0.4 -0.5 -0.5
C -5.69309 3.65350 -3.15964 -0.1 0.6 0.4
O -4.66373 1.74875 -4.12108 0.2 -0.4 -0.6
H -2.96386 0.50226 -2.44357 -0.4 0.5 -0.3
H -4.04687 0.07058 -1.16032 0.0 0.1 0.2
H -2.69961 1.22745 -0.88691 -0.4 0.1 0.1
H -4.72912 2.68125 -1.16831 0.4 -0.4 0.2
H -5.00557 4.49899 -3.18342 0.1 0.0 0.0
H -6.25047 3.73735 -2.22669 -0.4 0.2 -0.2
H -6.31895 3.72177 -4.04943 0.0 -0.2 0.3
C 0.40799 -1.53364 6.26686 -0.2 0.4 1.1
N 1.44707 -0.53802 6.15061 -0.1 -0.4 0.5
C 2.11556 -0.29877 5.03215 1.0 2.0 -0.9
C 3.20100 0.79774 5.23048 -1.1 -1.1 -1.3
O 1.95647 -0.80405 3.92632 -0.2 -0.3 0.9
H 0.78946 -2.52858 6.03733 -0.4 0.1 -0.4
H -0.49120 -1.18513 5.75882 0.2 -0.5 -0.6
H 0.09031 -1.52846 7.30954 0.2 -0.2 0.1
H 1.89785 -0.14256 6.96333 -0.5 -0.2 0.1
H 3.19296 1.36732 4.30117 0.3 -0.1 0.0
H 4.06164 0.12955 5.26082 0.7 0.9 0.5
H 2.99318 1.51288 6.02641 0.4 -0.5 0.3
C -1.46787 -1.67604 2.43477 -0.4 0.7 0.5
C -0.71365 -0.82476 1.40047 -1.8 0.0 -0.8
N 0.56532 -0.64561 1.58329 1.4 -0.5 1.2
O -1.23700 -0.32355 0.40971 -1.0 -0.3 -0.2
H -1.24310 -1.37051 3.45665 0.8 -0.1 0.0
H -1.29418 -2.74718 2.33181 0.1 0.1 -0.1
H -2.53797 -1.47024 2.46034 -0.1 -0.1 -0.9
H 1.08175 -0.13691 0.87999 0.1 0.1 0.3
H 0.93563 -0.92646 2.48000 0.8 0.2 -0.2
```
Positions in Å, forces in eV/Å.

Summary:
- Multiplicity: 1
- Total charge: 0
- Orbital gap: 0.3351 Ha
- SMILES: COC(=O)OC.CNC(C)=O.CNC(C)=O.CNC(C)=O.CNC(C)=O.CC(N)=O
- Molar mass: 441.526 g mol⁻¹
- LUMO level: 0.3 eV
- HOMO: -8.83 eV

Here are the Mulliken charges for atoms 1 to 5, given in e:
1. C -0.727
2. O -0.337
3. C 0.825
4. O -0.550
5. O -0.375



[4]
Formula: CH2N2S
Source: OMol25
Level of theory: ωB97M-V with the def2-TZVPD basis set

```
6
Properties=species:S:1:pos:R:3:forces:R:3
N 2.98004 0.86287 -0.90027 -6.3 0.9 0.0
C 1.75820 0.90887 -0.84115 6.2 -1.3 0.6
N 0.51200 0.55541 -0.54422 -1.1 0.1 0.2
S -0.38412 0.65762 0.97575 0.7 0.3 0.2
H -0.22640 0.63013 -1.22837 0.5 0.1 -0.5
H 0.63569 0.65544 1.86856 -0.1 -0.1 -0.5
```
Positions in Å, forces in eV/Å.

Summary:
- Multiplicity: 1
- Total charge: 0
- Orbital gap: 0.3343 Ha
- SMILES: N#CNS
- Molar mass: 74.108 g mol⁻¹
- LUMO level: -0.1 eV
- HOMO: -9.19 eV

Here are the Mulliken charges for atoms 1 to 5, given in e:
1. N -0.412
2. C 0.364
3. N -0.320
4. S -0.087
5. H 0.294



[5]
Formula: C42H41BeNO2P2S2
Source: OMol25
Level of theory: ωB97M-V with the def2-TZVPD basis set

```
91
Properties=species:S:1:pos:R:3:forces:R:3
Be 1.22791 -1.18131 0.03380 1.1 -0.7 2.5
C -2.71156 0.56366 4.90712 -0.3 -0.7 -0.1
C -3.34227 0.38140 3.73173 -0.4 -0.5 1.0
C -3.98863 1.42372 2.86060 -0.2 0.5 -0.3
C -3.02546 2.16133 1.92709 0.4 -0.4 0.5
C -1.99937 2.88985 2.74797 -0.2 1.3 -0.3
C -2.07515 3.46536 3.95779 0.1 0.2 -0.7
C -2.88368 3.15987 5.19070 0.1 -0.2 0.5
C -2.48665 1.77377 5.77039 0.2 0.5 0.0
C 2.89412 -1.12702 -0.02480 0.8 0.8 0.0
H -2.37716 -0.36037 5.41044 -0.1 0.4 -0.3
H -3.59124 -0.67235 3.51008 0.5 0.6 -0.1
H -4.35567 2.21237 3.51155 -0.5 -0.1 -0.1
H -4.82530 1.02249 2.27272 0.1 -0.1 0.3
H -2.57787 1.47900 1.18055 0.0 0.3 0.3
H -3.50853 2.99257 1.37035 -0.1 -0.7 0.1
H -1.15444 3.20438 2.15001 -0.2 0.4 0.0
H -1.37722 4.30193 4.08734 0.2 -0.6 0.2
H -3.97731 3.23726 5.11579 0.3 -0.1 -0.2
H -2.60283 3.92455 5.93135 -0.1 -0.3 -0.1
H -1.42374 1.79638 6.08241 -0.3 0.0 -0.3
H -3.02216 1.61831 6.72253 0.0 -0.1 -0.3
H 3.35349 -0.72651 0.89232 -0.2 -0.2 -0.2
H 3.12004 -0.42172 -0.84593 0.6 -0.9 0.9
H 3.31385 -2.11082 -0.22820 0.3 -0.1 -0.3
P 0.26193 -1.99387 -1.69366 -2.6 -1.1 -1.7
P 2.30058 0.47138 -2.61413 1.5 -0.2 -1.4
C -0.27301 -0.42049 -2.32506 0.2 1.7 -0.7
C 0.56851 0.41514 -2.96068 -1.2 -0.1 -0.1
C -0.06069 -2.97494 -3.30015 1.0 -0.3 -0.3
C -1.04892 -2.57315 -4.20946 -0.2 0.1 -0.1
C -1.31880 -3.29802 -5.37899 0.2 -0.1 0.3
C -0.59342 -4.45886 -5.66751 0.3 0.2 0.3
C 0.42427 -4.85315 -4.78901 -0.2 0.1 -0.1
C 0.69670 -4.11180 -3.62879 -0.2 0.0 0.1
C -1.36534 -2.34003 -0.90081 -0.3 0.1 0.3
C -1.72031 -1.39640 0.08996 -0.5 -0.3 -0.7
C -2.75447 -1.65483 0.97382 0.0 0.1 -0.5
C -3.54412 -2.78958 0.77612 0.1 -0.3 -0.3
C -3.24269 -3.68541 -0.25882 -0.2 0.1 0.3
C -2.11307 -3.50597 -1.06542 0.0 0.5 0.2
C 2.88142 0.72580 -4.36063 -0.1 0.3 0.0
C 2.45745 -0.17601 -5.35517 0.1 0.5 0.1
C 2.74709 0.08763 -6.69429 0.1 0.0 0.1
C 3.47376 1.22694 -7.05428 -0.1 -0.1 0.2
C 3.92894 2.09556 -6.06074 0.1 -0.3 0.0
C 3.67150 1.82806 -4.71525 -0.3 -0.1 -0.3
C 2.46348 2.16882 -1.92584 -0.1 0.1 0.2
C 3.65043 2.50598 -1.24200 -0.4 0.1 -0.2
C 3.85043 3.81561 -0.79953 -0.2 0.0 -0.1
C 2.86986 4.79125 -1.02535 0.1 -0.3 -0.1
C 1.67671 4.44599 -1.66867 0.1 -0.1 0.1
C 1.45888 3.12973 -2.08788 0.4 0.4 0.1
H -1.34020 -0.22137 -2.26168 0.0 -0.1 -0.6
H 0.22556 1.11485 -3.72150 -0.5 0.3 0.4
H -1.63065 -1.67360 -4.01420 0.1 -0.2 0.0
H -2.10395 -2.96288 -6.06217 0.3 -0.1 0.3
H -0.80233 -5.03063 -6.57820 0.1 0.2 0.4
H 1.00129 -5.75458 -5.01352 -0.1 0.4 0.1
H 1.50316 -4.42703 -2.96733 -0.2 0.0 -0.1
H -1.14200 -0.47292 0.19255 -0.2 -0.3 0.1
H -2.91678 -0.97408 1.80786 -0.1 -0.2 -0.4
H -4.39183 -2.96548 1.43845 0.2 -0.1 -0.2
H -3.89427 -4.53737 -0.44780 0.2 0.1 0.2
H -1.82498 -4.25396 -1.81106 -0.2 0.3 0.3
H 1.87055 -1.05423 -5.07297 0.1 0.2 -0.1
H 2.40248 -0.60625 -7.45724 0.1 0.1 0.1
H 3.67493 1.43633 -8.10427 0.0 0.0 0.3
H 4.48801 2.98869 -6.32821 0.0 -0.2 0.0
H 4.04383 2.50587 -3.94449 -0.2 -0.1 -0.3
H 4.41615 1.74531 -1.06707 -0.3 0.2 -0.1
H 4.77933 4.07324 -0.28554 -0.3 -0.1 -0.1
H 3.04008 5.82057 -0.70464 -0.1 -0.3 -0.1
H 0.91007 5.20195 -1.85321 0.2 -0.2 0.1
H 0.50685 2.86369 -2.54650 0.3 0.2 0.0
O 0.26935 1.76870 2.75031 1.3 -0.8 0.1
S 1.26438 0.72289 2.75339 -0.4 -1.4 -1.2
O 2.64938 1.00778 2.49502 -0.6 0.2 0.5
N 0.78580 -0.54671 1.65568 -0.5 0.6 1.1
C 0.44118 -1.66640 2.31930 0.2 0.6 -2.2
S 0.27976 -2.99828 1.31669 0.8 -0.4 1.4
C 0.34136 -1.51937 3.74919 0.4 -0.1 1.6
C -0.21523 -2.40835 4.68441 -0.1 0.3 -0.3
C -0.09828 -2.14827 6.05324 0.0 0.3 -0.4
C 0.57975 -1.00002 6.48859 0.0 -0.1 -0.6
C 1.02532 -0.06132 5.53837 0.7 -0.1 0.0
C 0.97309 -0.34229 4.16983 -1.2 -0.3 1.0
H -0.78533 -3.26377 4.31547 0.3 0.1 0.1
H -0.57624 -2.82191 6.76826 0.3 0.2 -0.2
H 0.78950 -0.87335 7.55762 -0.3 0.2 -0.5
H 1.51062 0.85105 5.86390 -0.1 0.0 0.1
```
Positions in Å, forces in eV/Å.

Summary:
- Multiplicity: 1
- Total charge: 0
- Orbital gap: 0.2690 Ha
- Molar mass: 726.889 g mol⁻¹
- LUMO level: -0.4 eV
- HOMO: -7.70 eV

Here are the Mulliken charges for atoms 1 to 5, given in e:
1. Be 0.582
2. C -0.463
3. C -0.049
4. C -1.306
5. C 0.065